[1]
C25H28IrN8O7S2 as an isolated structure in a non-equilibrium geometry, computed with the ωB97M-V functional and the def2-TZVPD basis.

- HOMO (alpha / beta): -7.84 / -8.09 eV
- Orbital gap (alpha / beta): 6.656 / 5.532 eV
- Energy relative to the best compared isomer or geometry (same formula, charge and spin): 117.8 kJ/mol
- E: -77139.2504 eV
- Molecular weight: 808.90 g mol⁻¹

```
! RIJCOSX wB97M-V def2-TZVPD def2/J DEFGRID3
* xyz 0 6
Ir -0.395 1.077 0.829
N -0.281 1.921 5.109
C -0.446 2.014 3.775
S 0.983 1.814 2.775
N -1.582 2.402 3.283
N -1.784 2.301 1.995
C -2.584 3.104 1.356
C -2.703 2.959 -0.057
C -3.723 3.572 -0.807
C -3.774 3.376 -2.169
C -2.793 2.586 -2.774
C -1.810 2.030 -1.973
N -1.758 2.207 -0.665
H 0.581 1.524 5.439
H -1.102 1.837 5.685
H -3.104 3.896 1.879
H -4.456 4.175 -0.291
H -4.562 3.825 -2.758
H -2.793 2.423 -3.841
H -1.036 1.410 -2.404
N -3.119 -1.640 -1.820
C -2.958 -0.825 -0.757
O -1.837 -0.543 -0.377
C -4.239 -0.252 -0.177
C -4.123 0.049 1.262
H -2.285 -2.061 -2.199
H -4.006 -2.041 -2.066
H -5.075 -0.940 -0.378
H -4.477 0.662 -0.743
H -3.272 -0.297 1.813
H -4.875 0.643 1.745
C 4.526 0.416 -0.674
C 4.079 -0.622 -1.700
C 2.744 -0.264 -2.403
C 2.470 -1.268 -3.537
C 1.103 -1.053 -4.178
C 2.878 1.134 -2.967
O 3.458 1.400 -3.993
N 2.326 2.132 -2.201
C 1.476 1.944 -1.126
O 0.990 2.907 -0.537
N 1.157 0.696 -0.763
C 1.649 -0.424 -1.339
O 1.289 -1.533 -1.008
H 5.403 0.057 -0.140
H 3.745 0.617 0.058
H 4.795 1.353 -1.158
H 3.936 -1.588 -1.210
H 4.849 -0.734 -2.466
H 2.508 -2.275 -3.120
H 3.253 -1.157 -4.288
H 0.318 -1.100 -3.426
H 0.912 -1.828 -4.916
H 1.057 -0.087 -4.677
H 2.468 3.090 -2.502
O -2.040 -4.800 2.816
S -1.639 -3.954 3.911
O 0.085 -4.132 4.109
N -1.665 -2.408 3.376
C -0.766 -1.687 2.779
O -0.998 -0.524 2.379
C 0.613 -2.269 2.656
C 1.586 -1.606 1.924
C 2.875 -2.092 1.848
C 3.192 -3.289 2.473
C 2.236 -3.966 3.198
C 0.940 -3.461 3.318
H 1.307 -0.696 1.398
H 3.631 -1.546 1.309
H 4.192 -3.691 2.391
H 2.450 -4.898 3.697
*
```

Atom charges from the Mulliken analysis, given in e for atoms 1 to 5: 2.400 -0.433 0.738 -0.416 -1.900

[2]
A 2-piece molecular cluster, C5H10NO5P overall in a non-equilibrium geometry, computed with the ωB97M-V functional and the def2-TZVPD basis.

- HOMO (alpha / beta): -0.24 / -0.24 eV
- Orbital gap (alpha / beta): 6.563 / 6.563 eV
- Energy relative to the best compared isomer or geometry (same formula, charge and spin): 182.1 kJ/mol
- E: -26362.8336 eV
- Molecular weight: 195.11 g mol⁻¹

```
! RIJCOSX wB97M-V def2-TZVPD def2/J DEFGRID3
* xyz -2 1
C 0.834 -1.344 1.805
C 1.330 1.433 1.082
C -0.520 -0.237 -1.444
C -1.492 -1.669 0.032
C 0.816 -0.739 0.422
N -0.496 -0.629 -0.082
O 1.963 -1.146 2.412
O 3.528 -1.424 0.253
O 1.856 -2.329 -1.475
O -0.085 -1.841 2.410
O 2.572 0.156 -1.622
P 2.273 -1.056 -0.728
H 2.140 1.936 0.619
H 1.591 1.324 2.127
H 0.438 1.982 0.797
H -1.603 -0.046 -1.882
H 0.042 0.671 -1.655
H 0.036 -0.992 -2.015
H -1.145 -2.816 -0.261
H -1.665 -1.845 1.098
H -2.531 -1.366 -0.433
H 2.988 -1.261 1.127
*
```

Atom charges from the Mulliken analysis, given in e for atoms 1 to 5: 0.627 -0.917 -1.278 -0.850 -0.118

[3]
A 4-piece molecular cluster, C24H60ClN3O3 overall in a non-equilibrium geometry, computed with the ωB97M-V functional and the def2-TZVPD basis.

- HOMO: -13.19 eV
- Orbital gap: 9.323 eV
- Energy relative to the best compared isomer or geometry (same formula, charge and spin): 108.6 kJ/mol
- E: -48980.3937 eV
- Molecular weight: 474.21 g mol⁻¹

```
! RIJCOSX wB97M-V def2-TZVPD def2/J DEFGRID3
* xyz 2 1
Cl -0.066 -1.291 -0.732
C -4.828 0.251 -0.077
C -4.941 0.487 -1.565
N -3.664 0.554 -2.401
C -3.223 -0.902 -2.575
C -3.911 1.263 -3.710
C -4.713 0.359 -4.679
C -2.591 1.307 -1.656
C -2.914 2.813 -1.411
O -4.173 3.013 -0.825
C -4.508 4.395 -0.719
H -4.413 1.124 0.428
H -4.210 -0.616 0.157
H -5.815 0.164 0.374
H -5.591 1.304 -1.874
H -5.522 -0.298 -2.058
H -2.495 -0.958 -3.374
H -4.159 -1.428 -2.722
H -2.829 -1.174 -1.599
H -2.903 1.330 -4.119
H -4.367 2.237 -3.589
H -5.603 -0.005 -4.163
H -4.108 -0.457 -5.055
H -5.105 0.947 -5.507
H -1.612 1.193 -2.116
H -2.522 0.872 -0.661
H -2.938 3.346 -2.367
H -2.127 3.138 -0.728
H -4.756 4.772 -1.721
H -3.666 4.991 -0.361
H -5.419 4.443 -0.131
C 5.827 -3.113 -2.658
C 5.527 -2.235 -1.468
N 4.056 -2.195 -1.081
C 3.151 -1.763 -2.220
C 3.594 -3.616 -0.767
C 4.301 -4.328 0.370
C 3.812 -1.355 0.151
C 4.366 0.046 0.147
O 3.833 0.737 -0.973
C 2.603 1.353 -0.659
H 6.744 -2.863 -3.187
H 5.058 -2.922 -3.410
H 5.823 -4.165 -2.382
H 5.766 -1.189 -1.670
H 6.077 -2.454 -0.554
H 2.146 -1.710 -1.798
H 3.091 -2.563 -2.958
H 3.571 -0.879 -2.679
H 3.708 -4.169 -1.695
H 2.524 -3.477 -0.605
H 4.077 -3.929 1.358
H 5.368 -4.464 0.200
H 3.928 -5.353 0.430
H 4.184 -1.949 0.985
H 2.721 -1.319 0.216
H 5.446 0.100 0.015
H 4.034 0.499 1.086
H 2.106 1.836 -1.499
H 2.828 2.112 0.097
H 1.865 0.634 -0.303
C 0.204 2.932 1.381
C 0.432 1.537 1.940
N -0.596 1.054 2.968
C -1.094 2.204 3.822
C -1.824 0.426 2.352
C -2.908 -0.043 3.352
C 0.143 0.104 3.904
C 0.910 -1.013 3.143
O 2.233 -0.615 2.924
C 3.220 -1.394 3.618
H -0.064 3.678 2.132
H -0.630 3.074 0.690
H 1.108 3.221 0.852
H 1.393 1.489 2.438
H 0.327 0.833 1.113
H -1.815 2.779 3.248
H -0.181 2.692 4.145
H -1.658 1.807 4.664
H -1.552 -0.479 1.808
H -2.224 1.207 1.708
H -3.602 0.763 3.608
H -2.492 -0.412 4.282
H -3.543 -0.695 2.756
H -0.617 -0.323 4.551
H 0.843 0.744 4.435
H 0.419 -1.264 2.198
H 0.801 -1.867 3.820
H 3.185 -2.404 3.180
H 2.935 -1.504 4.663
H 4.201 -1.016 3.353
*
```

Atom charges from the Mulliken analysis, given in e for atoms 1 to 5: -0.654 -1.287 -0.683 0.431 -0.910

[4]
One molecule with the formula C5H11NO in a non-equilibrium geometry, computed with the ωB97M-V functional and the def2-TZVPD basis.

- HOMO: -9.38 eV
- Orbital gap: 10.345 eV
- SMILES: C=NCCCCO
- Energy relative to the best compared isomer or geometry (same formula, charge and spin): 257.8 kJ/mol
- E: -8899.0255 eV
- Molecular weight: 101.15 g mol⁻¹

```
! RIJCOSX wB97M-V def2-TZVPD def2/J DEFGRID3
* xyz 0 1
C -0.317 -2.299 2.620
N -0.074 -1.173 2.137
C -0.568 -0.845 0.779
C 0.464 0.158 0.206
C 0.304 0.072 -1.338
C 0.550 1.385 -2.096
O -0.297 2.419 -1.556
H -0.029 -2.685 3.599
H -0.739 -3.165 2.076
H -1.542 -0.373 0.758
H -0.458 -1.787 0.226
H 1.420 -0.341 0.348
H 0.290 1.197 0.498
H -0.727 -0.239 -1.606
H 0.974 -0.681 -1.753
H 0.260 1.126 -3.111
H 1.523 1.788 -1.777
H -0.755 2.911 -2.242
*
```

Atom charges from the Mulliken analysis, given in e for atoms 1 to 5: -0.225 -0.408 -0.673 -0.391 -0.593

[5]
A 2-piece molecular cluster, C2H5BrFPS2 overall in a non-equilibrium geometry, computed with the ωB97M-V functional and the def2-TZVPD basis.

- HOMO (alpha / beta): -7.90 / -9.26 eV
- Orbital gap (alpha / beta): 5.757 / 7.801 eV
- Energy relative to the best compared isomer or geometry (same formula, charge and spin): 220.0 kJ/mol
- E: -105872.5048 eV
- Molecular weight: 223.07 g mol⁻¹

```
! RIJCOSX wB97M-V def2-TZVPD def2/J DEFGRID3
* xyz 0 1
C -0.668 0.957 0.690
C -0.110 0.407 -0.550
F 0.009 0.674 1.790
P 2.628 0.179 0.729
S 1.579 -2.821 -0.269
S 1.621 0.948 -0.898
Br 4.699 0.505 0.015
H -0.821 2.128 0.654
H -1.829 0.730 0.674
H -0.068 -0.700 -0.654
H -0.790 0.799 -1.213
H 1.447 -3.509 0.844
*
```

Atom charges from the Mulliken analysis, given in e for atoms 1 to 5: -0.226 -0.451 -0.245 0.338 -0.344